ORCA calculation (the ωB97M-V functional and the def2-TZVPD basis) on C12H18N6O2PPdS2 as an isolated structure at a distorted geometry.

```
42
Properties=species:S:1:pos:R:3:forces:R:3:mulliken_spin:R:1
Pd -0.26544 -0.25254 -0.27756 0.3 0.7 -1.9 1.20
C -3.88527 -0.88516 4.82249 0.2 0.1 -0.2 0.00
C -2.47393 -1.34615 4.54925 -0.3 -0.4 0.6 0.00
O -1.84441 -0.45329 3.56479 0.4 0.4 -0.7 0.00
P -1.07793 -0.75613 2.26311 -0.8 -0.9 0.7 -0.05
S 0.17341 0.82765 1.84147 -0.8 -0.9 -0.4 0.83
S -2.31817 -1.10977 0.62303 1.2 0.6 1.1 0.61
O -0.26987 -2.08690 2.54634 -0.6 1.0 0.1 0.02
C 0.62779 -2.72609 1.62435 0.6 -0.3 -0.8 0.01
C 2.06744 -2.46897 2.02812 -0.3 0.1 0.1 -0.01
H -4.32904 -1.56284 5.54982 0.0 0.0 0.0 0.00
H -4.49371 -0.89639 3.92017 0.0 -0.1 0.0 0.00
H -3.88921 0.12051 5.23551 0.0 0.0 0.0 0.00
H -2.44156 -2.37331 4.18475 0.1 0.1 -0.1 0.00
H -1.85392 -1.26273 5.44318 0.0 0.0 -0.2 0.00
H 0.42411 -2.34791 0.58360 0.1 -0.5 0.7 0.02
H 0.38478 -3.79151 1.66340 -0.1 0.2 -0.1 0.00
H 2.33052 -1.41996 1.88608 0.1 0.0 0.0 0.00
H 2.74399 -3.08641 1.44342 0.0 0.0 -0.1 0.00
H 2.20394 -2.72959 3.07550 0.0 0.0 0.0 0.00
N -2.71618 2.07936 -1.35786 -0.2 0.0 0.0 0.03
C -1.54665 2.28905 -1.95710 0.7 -0.7 0.3 -0.04
N -1.36821 3.37116 -2.70497 0.4 0.4 0.0 0.46
C -0.18291 3.62410 -3.29574 -0.4 0.6 -1.0 -0.05
N -0.02265 4.72429 -4.00517 0.0 0.1 -0.1 0.01
N 0.79842 2.75416 -3.13580 -0.6 0.8 0.5 0.68
C 0.64109 1.62555 -2.42297 0.4 -1.8 0.4 0.33
N -0.55997 1.39627 -1.77642 0.1 -0.4 0.8 0.25
C 1.65052 0.64281 -2.35020 0.7 -0.1 -0.4 0.14
C 2.90798 0.80741 -2.99932 -0.8 0.2 0.2 0.14
C 3.78419 -0.23580 -3.03799 0.3 -0.5 0.0 -0.01
C 3.46275 -1.46166 -2.42305 -0.3 0.3 0.0 0.16
C 2.26613 -1.54248 -1.74360 0.5 -0.4 0.0 0.00
N 1.40651 -0.53048 -1.68338 -1.2 0.9 0.6 0.24
H -3.48873 2.70174 -1.54493 0.1 -0.1 0.1 0.00
H -2.88275 1.19820 -0.88333 0.0 0.4 -0.2 0.00
H -0.76293 5.40653 -4.05982 0.0 -0.1 0.0 0.00
H 0.84228 4.90209 -4.49058 0.0 0.0 0.1 0.00
H 3.11487 1.76892 -3.44580 0.2 0.0 -0.1 0.02
H 4.73005 -0.14224 -3.55117 0.1 0.1 0.0 0.00
H 4.12540 -2.30997 -2.46450 0.0 0.0 0.0 0.01
H 1.98727 -2.46150 -1.23713 0.0 0.1 0.0 0.01
```
Positions in Å, forces in eV/Å.

Computed properties:
max |F|: 0.039 hartree/bohr
net charge: +2
calculated total energy: -2212.09868 hartree
spin multiplicity: 6
⟨S²⟩: 8.801
ΔE to the lowest compared entry with this formula, charge and spin: 116.61 kJ/mol
HOMO (alpha / beta): -12.286 / -15.336 eV
lowest unoccupied orbital energy (alpha / beta): -5.77 / -10.64 eV

=====

ORCA calculation (the ωB97M-V functional and the def2-TZVPD basis) on C12H18O13Rb5S as an isolated structure at a distorted geometry.

```
49
Properties=species:S:1:pos:R:3:forces:R:3:nbo_charge:R:1
Rb 1.36748 7.44822 -6.43248 -0.1 -0.3 -0.1 1.00
Rb -1.88714 7.45666 -0.52960 -0.1 -0.3 0.0 1.00
Rb 4.62744 4.99359 3.34051 -0.1 -0.1 0.0 1.00
Rb 1.72629 -3.83631 -3.87233 -0.1 0.3 0.1 1.00
Rb 7.85324 1.93042 -3.13523 -0.2 -0.1 -0.1 1.00
S 1.30507 2.04697 -2.62872 1.7 1.9 0.2 2.61
O 1.95698 1.36268 -3.73093 0.2 -1.7 -2.2 -1.14
O 2.40890 2.66871 -1.87741 1.9 1.3 1.8 -1.20
O 0.48608 3.17393 -3.12325 -1.4 0.4 -0.5 -1.15
O 0.62173 1.14796 -1.73357 -1.8 -1.4 0.8 -1.10
C -2.57906 0.10500 4.55946 -0.5 2.2 0.8 -0.64
C -2.63868 -1.35395 4.25988 0.2 1.7 1.4 0.04
C -1.27458 -1.94518 4.66205 -0.1 -0.1 -2.1 -0.09
O -1.64951 -3.03437 5.47477 3.2 -0.7 -1.4 -0.47
C -2.89451 -2.93375 5.80444 -1.7 -0.6 3.8 0.95
O -3.39295 -3.56308 6.68771 -0.3 -0.8 -0.4 -0.57
O -3.46741 -1.87898 5.29603 -1.3 0.9 -1.8 -0.47
H -2.05832 0.78026 3.88051 0.3 -0.5 -0.3 0.21
H -2.17087 0.24307 5.56067 0.5 -0.2 0.0 0.21
H -3.53017 0.60827 4.73326 -0.6 -0.5 -0.6 0.23
H -3.09930 -1.53180 3.28812 0.5 -0.6 -0.1 0.20
H -0.57469 -1.27046 5.15499 -0.6 0.1 0.6 0.19
H -0.74953 -2.18460 3.73734 0.1 -1.0 0.1 0.19
C 6.14643 -2.14622 2.87363 -1.1 -1.9 0.2 -0.64
C 6.62749 -3.63778 3.13942 -0.7 3.6 -2.2 0.06
C 6.76364 -3.83925 4.58649 0.4 0.5 1.3 -0.11
O 5.81865 -4.82617 4.88426 0.2 -0.5 1.2 -0.46
C 5.14499 -5.15281 3.78985 -1.4 -5.0 1.4 0.95
O 4.40471 -6.12165 3.77247 0.5 2.3 -0.3 -0.58
O 5.56931 -4.49613 2.76160 0.6 1.1 -2.5 -0.47
H 6.85776 -1.43950 3.30101 -0.2 0.1 -0.4 0.21
H 5.15814 -2.12359 3.33283 0.1 0.5 0.9 0.21
H 5.78738 -2.00856 1.85371 1.1 0.2 -0.4 0.22
H 7.51566 -3.71081 2.51179 0.0 -1.1 0.2 0.20
H 6.39144 -2.97390 5.13488 0.8 0.3 0.1 0.19
H 7.79181 -4.10927 4.82747 -0.2 -0.2 0.6 0.21
C -4.94752 1.33530 -6.04868 0.6 -0.2 -1.4 -0.64
C -5.72530 2.30910 -6.91510 -0.2 -2.0 -0.7 0.06
C -6.26959 3.42166 -6.13144 -0.3 1.5 -0.3 -0.09
O -5.41631 4.44534 -6.50214 2.3 4.0 0.2 -0.51
C -4.73380 4.27334 -7.64855 0.5 2.4 -1.8 0.98
O -4.15826 5.19916 -8.31422 -2.2 -4.5 3.2 -0.62
O -4.90411 2.97082 -7.95590 0.1 -0.4 -0.2 -0.48
H -5.60467 0.86393 -5.31787 0.2 0.7 0.5 0.23
H -4.05798 1.88844 -5.74725 -0.1 -0.3 1.0 0.23
H -4.56341 0.47497 -6.59674 0.0 0.1 -0.4 0.23
H -6.59372 1.82876 -7.36591 0.5 -0.3 -0.7 0.21
H -6.18525 3.35226 -5.04693 -0.6 -0.3 -0.1 0.21
H -7.20413 3.78939 -6.55513 -0.7 -0.6 0.8 0.20
```
Positions in Å, forces in eV/Å.

Computed properties:
max |F|: 0.116 hartree/bohr
net charge: +3
calculated total energy: -1963.87727 hartree
ΔE to the lowest compared entry with this formula, charge and spin: 766.06 kJ/mol
HOMO: -9.778 eV
lowest unoccupied orbital energy: -7.19 eV

=====

ORCA calculation (the ωB97M-V functional and the def2-TZVPD basis) on a 3-piece molecular cluster, C12H18O9 overall at a distorted geometry.

```
39
Properties=species:S:1:pos:R:3:forces:R:3:nbo_charge:R:1
C 1.80792 -2.14749 -3.77556 -0.8 -0.8 1.4 -0.67
C 2.92192 -1.63949 -2.83856 -1.8 3.6 -0.2 0.08
C 2.59092 -1.62349 -1.30356 -1.7 0.1 -2.7 -0.10
O 3.74892 -2.11449 -0.72156 1.0 -1.6 -0.5 -0.47
C 4.54492 -2.64949 -1.71956 7.5 -0.4 3.5 0.96
O 5.77392 -3.05749 -1.45156 -7.2 1.6 -1.6 -0.61
O 4.08392 -2.40349 -2.91356 0.3 -1.0 -0.8 -0.46
H 1.44492 -3.23249 -3.52556 1.3 1.7 -1.1 0.22
H 2.11092 -1.82049 -4.73856 0.7 -1.2 -1.5 0.24
H 0.86292 -1.59249 -3.80256 0.2 0.4 1.2 0.24
H 3.18592 -0.48349 -3.16356 -0.4 -2.9 0.6 0.18
H 1.62992 -2.22849 -1.21156 1.4 0.5 0.8 0.17
H 2.46092 -0.57749 -1.08656 -0.4 0.1 0.9 0.21
C -1.69608 2.92551 2.89844 4.0 -0.3 -2.9 -0.64
C -0.51208 2.18451 3.62644 0.0 0.7 0.6 0.07
C -0.89708 0.74851 4.06644 -0.4 2.2 1.2 -0.11
O -0.43508 -0.10249 3.10244 1.1 -0.4 -1.9 -0.52
C 0.52192 0.61751 2.31744 -0.3 -3.3 1.9 0.98
O 1.32792 0.10251 1.63144 0.0 -0.7 -1.3 -0.57
O 0.50692 1.82251 2.68344 0.4 4.4 0.2 -0.48
H -1.34808 4.09351 2.73444 -1.5 -3.1 0.3 0.24
H -2.55808 2.69751 3.48744 -0.9 0.5 -0.1 0.22
H -1.62708 2.25751 1.80544 -0.9 2.5 2.9 0.22
H 0.03092 2.85651 4.41544 -1.2 -1.5 -1.3 0.21
H -1.91408 0.64751 4.29844 -2.1 -0.1 -0.9 0.18
H -0.57408 0.58351 5.05344 1.8 -0.7 1.2 0.18
C -3.67108 0.78151 -0.30256 1.2 -0.9 -2.3 -0.66
C -2.19008 0.22451 -0.04456 -3.8 6.6 -0.9 0.06
C -1.74008 -0.79349 -0.84856 3.9 -7.5 -2.0 -0.13
O -1.02908 -0.29849 -1.95656 -0.3 0.6 -0.9 -0.46
C -0.68808 0.91551 -1.62756 0.2 3.8 -1.2 0.96
O -0.08008 1.67051 -2.34556 0.0 -0.8 1.0 -0.59
O -1.29408 1.32051 -0.45556 0.6 -0.8 -1.1 -0.50
H -3.84508 1.01951 -1.38456 0.5 -1.3 0.1 0.22
H -3.78608 1.80651 -0.09856 0.1 1.2 1.9 0.24
H -4.49508 0.14951 0.00144 0.1 -0.1 0.4 0.22
H -1.96908 0.26951 0.93744 0.2 -1.3 3.5 0.21
H -2.34908 -1.55349 -1.31756 -1.0 0.1 0.6 0.23
H -0.85708 -1.37649 -0.42556 -1.5 0.2 0.8 0.20
```
Positions in Å, forces in eV/Å.

Computed properties:
max |F|: 0.170 hartree/bohr
calculated total energy: -1145.07666 hartree
ΔE to the lowest compared entry with this formula, charge and spin: 517.79 kJ/mol
HOMO: -10.140 eV
SMILES string: C[C@H]1COC(=O)O1.C[C@H]1COC(=O)O1.C[C@H]1COC(=O)O1
lowest unoccupied orbital energy: 0.34 eV

=====

ORCA calculation (the ωB97M-V functional and the def2-TZVPD basis) on a 3-piece molecular cluster, C12H18O9 overall at a distorted geometry.

```
39
Properties=species:S:1:pos:R:3:forces:R:3:nbo_charge:R:1
C 1.05155 2.97063 -0.40582 0.1 0.2 -0.1 -0.63
C 0.88414 2.76201 -1.89214 0.8 0.5 -0.1 0.07
C 2.05505 3.32174 -2.74176 -0.3 0.0 0.6 -0.09
O 2.35053 2.27952 -3.66359 -0.2 0.0 0.0 -0.49
C 1.64228 1.16997 -3.34549 0.1 0.2 0.1 0.98
O 1.66564 0.15515 -3.95734 0.0 -0.1 0.0 -0.57
O 0.91488 1.37288 -2.22108 -0.3 0.0 -0.2 -0.50
H 0.14987 2.64835 0.11013 0.1 0.0 0.2 0.23
H 1.22773 4.03417 -0.22098 -0.3 0.0 0.0 0.22
H 1.92842 2.45599 -0.01452 -0.1 -0.3 -0.1 0.22
H -0.05143 3.21794 -2.22246 -0.1 -0.3 -0.1 0.18
H 2.92098 3.53054 -2.10967 0.1 -0.1 -0.1 0.18
H 1.78121 4.23001 -3.27340 0.0 -0.1 -0.1 0.20
C -3.07957 0.16887 -1.75137 0.2 0.4 -0.1 -0.63
C -2.22215 -0.70846 -2.62953 0.4 0.1 0.0 0.07
C -0.96290 -1.28311 -1.93420 -0.8 0.8 0.1 -0.11
O -1.19718 -2.68538 -1.92413 0.2 -0.2 -0.3 -0.49
C -2.29286 -2.99234 -2.65046 0.1 0.1 0.2 0.97
O -2.65824 -4.09941 -2.87443 -0.1 -0.1 -0.1 -0.59
O -2.93055 -1.87446 -3.05875 0.0 -0.1 0.0 -0.50
H -2.46236 0.98779 -1.36633 0.1 -0.1 0.0 0.21
H -3.46882 -0.36293 -0.88509 -0.2 -0.1 -0.1 0.22
H -3.86200 0.63943 -2.34715 -0.2 -0.2 0.2 0.22
H -1.94323 -0.15379 -3.52746 0.0 -0.1 0.0 0.18
H -0.90414 -0.92579 -0.90850 0.2 -0.1 0.0 0.21
H -0.07464 -0.97765 -2.47949 0.2 -0.6 0.0 0.21
C 2.02188 -2.00350 5.14721 0.4 -0.1 -0.2 -0.63
C 0.81334 -2.07193 4.27099 -0.5 0.5 -0.3 0.07
C -0.29069 -1.05953 4.60690 -0.2 -0.4 -0.7 -0.09
O -0.76551 -0.66321 3.30428 0.3 -0.1 0.1 -0.49
C 0.16452 -0.99414 2.37267 -0.2 0.1 0.3 0.98
O 0.06779 -0.73167 1.21949 0.1 0.2 -0.2 -0.59
O 1.19395 -1.64881 2.94120 -0.1 -0.2 0.0 -0.49
H 2.79459 -2.66794 4.75912 0.0 -0.1 0.1 0.23
H 1.79770 -2.28301 6.17407 0.0 0.0 0.1 0.22
H 2.41606 -0.98838 5.09737 0.0 0.0 0.2 0.22
H 0.37548 -3.06622 4.17243 0.2 -0.1 0.1 0.19
H 0.09440 -0.18761 5.13250 -0.1 0.0 0.1 0.19
H -1.14573 -1.51574 5.09678 0.1 0.1 0.4 0.21
```
Positions in Å, forces in eV/Å.

Computed properties:
max |F|: 0.023 hartree/bohr
calculated total energy: -1145.26616 hartree
ΔE to the lowest compared entry with this formula, charge and spin: 20.26 kJ/mol
HOMO: -10.378 eV
SMILES string: C[C@H]1COC(=O)O1.C[C@H]1COC(=O)O1.C[C@H]1COC(=O)O1
lowest unoccupied orbital energy: 0.47 eV

=====

ORCA calculation (the ωB97M-V functional and the def2-TZVPD basis) on a 3-piece molecular cluster, C12H18O9 overall at a distorted geometry.

```
39
Properties=species:S:1:pos:R:3:forces:R:3:nbo_charge:R:1
C 0.82966 -0.45933 -0.98444 -0.9 1.0 -0.4 -0.66
C 0.14636 -0.04740 -2.34955 0.1 0.6 3.0 0.08
C -1.36505 0.06863 -2.18987 0.3 -0.7 0.4 -0.10
O -1.65893 1.47270 -2.24261 -2.9 -2.7 0.1 -0.46
C -0.60902 2.15919 -2.48575 1.4 3.5 -0.1 0.97
O -0.63538 3.37813 -2.54545 0.8 -2.2 -0.2 -0.59
O 0.46609 1.36110 -2.58626 1.6 -0.8 -0.9 -0.50
H 0.51539 0.25686 -0.22523 0.6 1.0 -0.3 0.25
H 1.91349 -0.50217 -1.09205 -0.1 -0.2 0.3 0.21
H 0.39056 -1.27360 -0.40803 0.2 -1.1 -1.1 0.23
H 0.41008 -0.77396 -3.11810 0.3 0.8 -0.5 0.19
H -1.68426 -0.29787 -1.21423 -0.2 0.0 -0.1 0.21
H -1.74979 -0.56458 -2.98932 -1.0 0.7 -0.1 0.19
C -1.52661 -3.83884 -0.02242 -2.0 1.8 0.2 -0.63
C -2.64166 -2.74338 0.44150 2.3 -1.9 -1.6 0.08
C -3.60523 -3.21706 1.49781 -1.6 1.0 -0.7 -0.11
O -3.48760 -2.28082 2.54082 1.3 2.3 0.5 -0.49
C -2.72741 -1.17639 2.08062 0.5 2.4 2.0 0.96
O -2.55186 -0.06833 2.59985 -1.2 -4.1 -1.1 -0.55
O -2.09394 -1.50179 0.94108 -0.6 -1.2 -0.5 -0.49
H -1.99218 -4.80716 0.16118 0.6 -0.1 0.6 0.22
H -0.56541 -3.61666 0.44107 -0.1 -0.5 0.0 0.23
H -1.49438 -3.81484 -1.11168 0.5 0.3 0.0 0.21
H -3.20704 -2.54665 -0.46939 0.1 0.4 0.1 0.18
H -3.65700 -4.25334 1.83177 0.8 0.2 0.2 0.21
H -4.55710 -2.99251 1.01654 -0.6 -0.5 0.4 0.18
C 3.56973 2.30288 -0.63330 0.1 0.2 1.0 -0.62
C 2.94366 2.05865 0.79512 0.9 -1.1 -2.2 0.07
C 3.36865 2.71901 2.06628 0.9 1.8 1.4 -0.10
O 2.19394 3.30995 2.64164 -0.2 -0.8 -1.3 -0.49
C 1.13099 2.89633 1.87674 2.2 -0.5 0.1 0.97
O 0.03277 3.04028 2.20704 -2.7 0.5 0.3 -0.54
O 1.53724 2.22811 0.75024 0.0 0.5 0.7 -0.49
H 3.49110 3.30223 -1.06133 -0.4 0.1 0.3 0.23
H 3.15121 1.58257 -1.33623 -0.3 0.1 0.1 0.23
H 4.63849 2.08890 -0.62512 0.1 -0.1 0.4 0.21
H 3.20905 1.02037 0.99422 -0.6 -0.5 -0.3 0.17
H 4.10000 3.52605 2.02251 0.1 0.0 -0.5 0.20
H 3.77141 2.00482 2.78448 -0.1 -0.1 0.0 0.19
```
Positions in Å, forces in eV/Å.

Computed properties:
max |F|: 0.087 hartree/bohr
calculated total energy: -1145.17788 hartree
ΔE to the lowest compared entry with this formula, charge and spin: 252.04 kJ/mol
HOMO: -10.522 eV
SMILES string: C[C@H]1COC(=O)O1.C[C@H]1COC(=O)O1.C[C@H]1COC(=O)O1
lowest unoccupied orbital energy: 0.29 eV

=====

ORCA calculation (the ωB97M-V functional and the def2-TZVPD basis) on a 2-piece molecular cluster, C12H18Si overall at a distorted geometry.

```
31
Properties=species:S:1:pos:R:3:forces:R:3:nbo_charge:R:1
C 2.23457 -3.85745 -0.65577 -0.3 0.5 0.3 -0.20
C 1.72440 -3.29627 -1.83397 -0.2 2.2 2.9 -0.21
C 2.12784 -3.23611 0.56993 -0.1 0.1 2.5 -0.21
C 1.12193 -2.05958 -1.74204 -1.5 1.9 1.0 -0.17
C 1.32145 -2.07874 0.67386 0.9 -0.8 -0.3 -0.21
C 0.79860 -1.46333 -0.45857 0.5 -0.9 -0.2 -0.60
C -2.98205 0.16152 -0.59772 2.0 0.6 -0.4 -0.35
C -2.09739 -0.08287 0.37654 1.0 -1.2 -0.3 -0.49
C -2.49932 -0.82015 1.65148 -1.0 1.1 1.2 -0.66
C 1.04820 2.39585 1.39832 -0.4 -3.2 -0.9 -0.61
C 0.61514 2.87380 -1.01569 -3.6 0.4 0.9 -0.61
C 0.88626 1.68677 -0.08032 0.0 0.6 0.9 -0.71
Si -0.22539 0.07672 -0.21163 -0.6 1.2 -2.9 1.70
H 2.71749 -4.78033 -0.66783 0.9 -1.4 -0.3 0.21
H 1.88706 -3.65138 -2.77000 0.5 -1.5 -2.4 0.22
H 2.59268 -3.62680 1.61812 -1.1 0.6 -3.0 0.22
H 0.77735 -1.39965 -2.57014 0.3 -1.1 0.2 0.26
H 1.19566 -1.71571 1.67713 -0.3 0.5 0.3 0.20
H -2.54546 0.54573 -1.54721 -1.0 -0.2 0.6 0.24
H -4.01876 -0.04712 -0.46069 -0.7 -0.1 -0.1 0.20
H -1.94481 -1.76420 1.88238 -0.4 0.9 -0.3 0.23
H -3.61211 -1.00201 1.71135 1.1 -0.2 -0.7 0.22
H -2.43728 -0.09149 2.50782 0.6 -0.8 -0.5 0.22
H 2.07481 2.59847 1.54254 1.2 0.7 -0.1 0.21
H 0.46377 3.30723 1.43923 -0.3 -0.2 0.3 0.22
H 0.87441 1.62028 2.21004 -0.4 1.2 -0.7 0.20
H 0.30126 2.64178 -2.03432 1.1 -0.3 -0.2 0.24
H 1.45311 3.55776 -0.85654 -0.4 0.2 -0.6 0.21
H -0.40625 3.32737 -0.67273 1.9 -0.1 -0.2 0.19
H 1.85644 1.39194 -0.50706 0.0 -0.7 0.9 0.24
H -0.60064 0.10740 -2.89321 0.2 0.2 2.1 -0.41
```
Positions in Å, forces in eV/Å.

Computed properties:
max |F|: 0.072 hartree/bohr
calculated total energy: -757.33006 hartree
ΔE to the lowest compared entry with this formula, charge and spin: 581.01 kJ/mol
HOMO: -7.621 eV
lowest unoccupied orbital energy: -0.10 eV